No. 1
27
Properties=species:S:1:pos:R:3 method="wB97M-V/def2-TZVPD" e_lumo_ev="-11.605 / -16.397" multiplicity=5 charge=+3
O 0.33560 3.08086 -3.89346
C 1.42420 3.10617 -3.51802
Pd -1.40137 1.30913 0.20086
O 0.70939 3.22851 1.42061
C -0.00891 2.51609 0.84611
C -2.23726 0.93086 2.35518
O -2.55537 0.46543 3.35957
C -2.81296 -0.21919 -0.62495
O -3.19422 -1.08943 -1.27316
C -2.52705 2.92206 -0.24985
O -2.96281 3.92424 -0.63751
H 0.21095 2.20278 -0.41406
C 0.26229 -3.79873 0.80974
C 0.57582 -2.41596 0.39448
C 1.69589 -1.66858 0.06460
C 1.31800 -0.32519 -0.10340
N -0.02157 -0.27873 0.06565
N -0.40913 -1.52145 0.40474
C 2.21740 0.75687 -0.55312
H 0.55902 -4.46720 -0.01885
H 0.85717 -4.00237 1.72201
H -0.82411 -3.91458 1.02093
H 2.67140 -2.09118 0.03327
H -1.36258 -1.73719 0.58913
H 2.58293 1.30301 0.32190
H 3.10111 0.31526 -1.05164
H 1.79617 1.46851 -1.27076

=====

No. 2
45
Properties=species:S:1:pos:R:3 method="wB97M-V/def2-TZVPD" e_lumo_ev=-1.541 multiplicity=1
Au -1.19625 -0.75703 -1.57087
C -3.93764 2.57312 -0.80854
C -2.77338 1.64811 -0.95085
N -2.89760 0.37204 -0.99262
N -4.10904 -0.19728 -0.84080
C -4.12149 -1.48190 -1.11365
N -5.27329 -2.13541 -0.89913
S -2.83499 -2.46002 -1.77474
C -1.39616 2.14280 -1.04995
C -1.05602 3.46095 -0.79977
C 0.26601 3.85882 -0.91971
C 1.22910 2.92682 -1.25969
C 0.83503 1.61738 -1.46347
N -0.44296 1.24633 -1.37392
H -4.83494 2.07576 -1.16414
H -3.77506 3.48287 -1.38559
H -4.09573 2.84465 0.23817
H -6.05127 -1.64917 -0.49035
H -5.33683 -3.11446 -1.10944
H -1.81628 4.16930 -0.50377
H 0.53820 4.88988 -0.73730
H 2.27048 3.19521 -1.36065
H 1.55026 0.84780 -1.70663
F 0.62618 -0.65723 -3.63959
C 0.46103 -1.43144 -2.54831
F 0.37810 -2.69388 -2.93452
F 1.53656 -1.27371 -1.77882
C 4.89779 0.42922 2.48741
C 3.73137 -0.50777 2.28508
C 3.88048 -1.68607 1.56170
C 2.79284 -2.51499 1.30851
C 1.54960 -2.17770 1.81987
C 1.38356 -1.02330 2.57463
C 2.47599 -0.20028 2.80830
S 0.09265 -3.01186 1.19388
O 0.51588 -4.29872 0.69698
O -0.90033 -3.00632 2.24389
O -0.26499 -2.07758 0.09182
H 5.61952 0.33444 1.67591
H 5.41822 0.21013 3.42274
H 4.56079 1.46530 2.53134
H 4.85895 -1.94729 1.17130
H 2.89240 -3.41264 0.71164
H 0.40122 -0.78147 2.96172
H 2.35200 0.70664 3.39190

=====

No. 3
13
Properties=species:S:1:pos:R:3 method="wB97M-V/def2-TZVPD" smiles=COCCS e_lumo_ev=0.825 multiplicity=1
C 1.78044 -0.76469 -0.01816
O 0.51159 -0.40854 -0.51694
C -0.21005 0.70272 0.12510
C -1.61679 0.78028 -0.30902
S -2.51579 -0.86245 -0.08746
H 2.31974 -1.50920 -0.69452
H 2.50623 -0.01177 -0.10140
H 1.46402 -1.16790 1.02194
H -0.11515 0.62333 1.24049
H 0.52516 1.43308 -0.12239
H -1.59185 1.36595 -1.26622
H -2.08697 1.31465 0.62457
H -0.97058 -1.49545 0.10398

=====

No. 4
49
Properties=species:S:1:pos:R:3 method="wB97M-V/def2-TZVPD" e_lumo_ev=-0.336 multiplicity=1
O -1.55841 -4.59744 0.54970
C -0.76487 -4.30491 1.34651
O -0.99815 -3.18005 2.10636
C -0.11585 -2.11328 1.71271
C -0.67303 -1.30744 0.50483
C 0.34910 -1.10492 -0.66895
C 0.50784 -2.51846 -1.33246
O 1.46044 -3.34359 -0.65001
N 2.35051 -3.94920 -1.56424
O 3.31857 -4.31302 -1.03336
C -0.33985 -0.08067 -1.63940
C -1.21202 -0.68995 -2.75416
C -2.57243 -1.23599 -2.25818
F -3.35737 -1.38647 -3.40089
O 0.57171 0.84793 -2.26834
S 1.05730 1.95242 -1.18560
O 2.12981 2.74646 -1.67327
O -0.05075 2.78726 -0.80448
C 1.58342 0.98402 0.27171
I 3.39216 1.69099 1.18867
C 1.71426 -0.52311 -0.15223
P 3.14357 -0.76991 -1.36721
S 4.76123 -1.35593 -0.45862
H 0.16054 -4.89151 1.49635
H 0.90142 -2.51259 1.58233
H -0.07613 -1.42933 2.57434
H -1.04069 -0.33859 0.88004
H -1.56936 -1.84724 0.16182
H 0.82209 -2.42063 -2.37944
H -0.46971 -3.01406 -1.24408
H -1.01883 0.52766 -1.01303
H -1.48416 0.14922 -3.41716
H -0.69058 -1.40711 -3.40206
H -3.07686 -0.47078 -1.64804
H -2.49396 -2.20204 -1.74577
H 0.77086 1.05595 1.00900
H 2.06370 -1.03626 0.75516
H 3.41696 0.50231 -1.94159
H 2.75681 -1.60729 -2.43865
C -1.09442 4.64086 1.30546
S -0.44329 4.30557 2.94058
O -0.55113 2.83333 3.16440
C -1.78510 5.08702 3.85113
H -0.42181 4.19848 0.57237
H -2.08624 4.19810 1.20464
H -1.14575 5.71889 1.14564
H -2.73318 4.61688 3.58825
H -1.81149 6.15062 3.61350
H -1.59689 4.95782 4.91569